(1)
C3H7N3 | ωB97M-V/def2-TZVPD

The charge is 0. The multiplicity is 1. As for the HOMO energy: -7.7 eV. The value obtained for the orbital gap is 8.740 eV.

Element x y z (Å)
C1 -1.1573 -2.3361 0.5608
C2 0.9418 0.6606 -1.4576
C3 -0.1232 1.2201 1.0676
N1 -0.6228 -2.8217 -0.3415
N2 0.2607 -0.2113 -0.7729
N3 -0.2470 -0.0863 0.4100
H1 -1.7785 -1.7790 1.2335
H2 1.1683 0.3541 -2.5242
H3 1.3139 1.6131 -1.0839
H4 -1.0207 1.6160 1.4982
H5 0.5995 1.0825 2.0503
H6 0.3595 1.8296 0.4160
H7 0.3057 -1.1418 -1.0563

(2)
C3H7N3 | ωB97M-V/def2-TZVPD

The charge is 0. The multiplicity is 1. As for the HOMO energy (spin up / spin down): -6.2 / -6.2 eV. The value obtained for the orbital gap (spin up / spin down) is 6.837 / 6.838 eV.

Element x y z (Å)
C1 0.1335 1.2756 0.8784
C2 -0.3665 -0.0185 0.2706
N1 1.4821 -1.5315 0.1962
C3 -1.2003 -0.0692 -0.8749
N2 0.3705 -0.9610 -0.4548
N3 -2.1008 -0.0440 -1.6894
H1 1.9824 -1.0356 0.9311
H2 2.1900 -1.7720 -0.4927
H3 -1.9150 -0.2420 -2.6714
H4 -1.3670 -0.3852 0.8119
H5 0.9955 1.6590 0.3300
H6 0.4482 1.0915 1.9047
H7 -0.6527 2.0329 0.8602

(3)
C3H7N3 | ωB97M-V/def2-TZVPD

The charge is 0. The multiplicity is 1. As for the HOMO energy: -9.1 eV. As for the structure (SMILES): [H]/N=C(C)\N=C\N. The value obtained for the orbital gap is 9.982 eV.

Element x y z (Å)
H1 -0.3272 -1.3094 1.6682
N1 -0.5943 -1.6690 0.7472
C1 0.0832 -1.0014 -0.1326
C2 0.0767 -1.3516 -1.5865
N2 0.7131 0.1277 0.2733
C3 -0.1174 1.0906 0.5345
N3 0.2907 2.2717 1.0612
H2 0.1962 -2.4323 -1.7035
H3 0.8889 -0.8406 -2.1092
H4 -0.8783 -1.0530 -2.0271
H5 -1.1831 1.0938 0.2428
H6 1.2319 2.2615 1.4390
H7 -0.3802 2.8120 1.5929

(4)
C3H7N3 | ωB97M-V/def2-TZVPD

The charge is 0. The multiplicity is 1. As for the HOMO energy: -9.7 eV. As for the structure (SMILES): C=NC.N#CN. The value obtained for the orbital gap is 9.933 eV.

Element x y z (Å)
C1 -0.1070 -1.2646 0.2776
N1 0.8933 -0.3930 0.4056
C2 1.5760 -0.0555 -0.8357
H1 -0.3559 -1.8979 1.1387
H2 -0.3969 -1.6578 -0.7076
H3 1.9611 0.9649 -0.7636
H4 0.9340 -0.1192 -1.7220
H5 2.4333 -0.7235 -0.9676
N2 -2.8293 -0.0290 1.2838
C3 -1.8006 0.3554 0.8837
N3 -0.9824 1.3963 0.4491
H6 -1.0598 1.6755 -0.5337
H7 -0.2658 1.7485 1.0918

(5)
C3H7N3 | ωB97M-V/def2-TZVPD

The charge is 0. The multiplicity is 1. As for the HOMO energy: -9.3 eV. The value obtained for the orbital gap is 8.731 eV.

Element x y z (Å)
C1 0.9277 -1.4160 -0.4502
C2 -0.8049 0.4669 0.2960
C3 0.8133 -0.1145 0.2882
N1 -0.2717 1.2098 -0.5910
N2 -1.7099 -0.1080 0.9362
N3 1.5762 0.3828 1.1482
H1 -1.2625 2.4195 -0.8281
H2 -1.9134 2.1865 -1.2297
H3 -2.5814 0.4133 0.9869
H4 2.3863 -0.2023 1.3587
H5 0.1251 -2.0862 -0.1408
H6 1.8819 -1.9051 -0.2514
H7 0.8333 -1.2467 -1.5230

(6)
C3H7N3O | ωB97M-V/def2-TZVPD

The charge is 0. The multiplicity is 1. As for the HOMO energy (spin up / spin down): -6.9 / -7.6 eV. The value obtained for the orbital gap (spin up / spin down) is 7.102 / 8.345 eV.

Element x y z (Å)
C1 0.0699 -0.4738 0.1067
N1 -1.8723 0.3929 0.7968
C2 0.0403 0.5047 -0.7925
N2 -2.7877 0.8451 -0.1153
C3 2.9136 -0.9368 0.1922
N3 2.1582 -0.9573 -0.7964
O1 -0.0527 1.3541 -1.5599
H1 -1.5011 1.2224 1.2639
H2 -3.2474 0.0864 -0.5982
H3 -2.5188 1.5997 -0.7472
H4 0.5153 -0.3282 1.0837
H5 -0.3075 -1.4411 -0.1824
H6 3.9795 -1.2190 0.1201
H7 2.6108 -0.6491 1.2284

(7)
C3H7N3O | ωB97M-V/def2-TZVPD

The charge is 0. The multiplicity is 1. As for the HOMO energy: -9.0 eV. As for the structure (SMILES): C/N=N/N=C\CO. The value obtained for the orbital gap is 9.792 eV.

Element x y z (Å)
C1 0.5677 -0.7412 -2.4407
N1 0.2472 -1.0024 -1.0081
N2 0.9121 -0.3125 -0.2573
N3 1.0632 -0.3180 0.9709
C2 0.4315 0.1912 1.9724
C3 -0.8095 0.9108 1.6300
O1 -1.8177 0.2380 0.8579
H1 0.8956 -1.7046 -2.8232
H2 -0.3448 -0.3043 -2.8808
H3 1.3508 0.0360 -2.4682
H4 0.8171 0.1604 2.9961
H5 -1.3550 1.4270 2.4782
H6 -0.5760 1.6969 0.9066
H7 -1.3822 -0.2773 0.0663

(8)
C3H7N3O | ωB97M-V/def2-TZVPD

The charge is 0. The multiplicity is 1. As for the HOMO energy: -8.9 eV. As for the structure (SMILES): C[C@H](C=O)/N=N/N. The value obtained for the orbital gap is 9.679 eV.

Element x y z (Å)
C1 0.5571 1.5102 -0.6709
C2 0.5191 0.6841 0.5994
C3 1.4599 -0.6064 0.5785
O1 1.7997 -1.2118 -0.4043
N1 -0.5805 -0.2308 0.7454
N2 -1.2596 -0.4440 -0.2998
N3 -2.0041 -1.5421 -0.2687
H1 -0.3989 2.0095 -0.8252
H2 0.7368 0.8602 -1.5284
H3 1.3529 2.2504 -0.6063
H4 0.6498 1.2260 1.5396
H5 1.8903 -0.7962 1.5779
H6 -2.0640 -2.0905 0.5925
H7 -2.6585 -1.6188 -1.0296

Energy above the lowest of the compared OMol25 structures with the same formula, charge and spin per entry: 395.2 589.3 38.3 272.7 482.9 706.1 447.1 316.8 kJ/mol
Electronic energy per entry: -7690.58336 -7688.57116 -7694.28276 -7691.85290 -7689.67472 -9735.71555 -9738.39922 -9739.74978 eV